Record 1
{"formula": "C26H34BiN5OSSe3Te", "method": "ωB97M-V/def2-TZVPD", "orbital_gap_ha": 0.2355, "homo_ev": -6.14, "e_above_lowest_ev": 0.000, "fmax_ev_per_a": 0.468, "species": ["Bi", "Se", "Se", "Te", "Se", "C", "C", "C", "C", "C", "C", "C", "N", "C", "N", "C", "C", "C", "C", "C", "C", "C", "N", "C", "C", "C", "C", "C", "C", "C", "H", "H", "H", "H", "H", "H", "H", "H", "H", "H", "H", "H", "H", "H", "H", "H", "H", "H", "H", "H", "H", "H", "N", "N", "H", "H", "H", "H", "O", "S", "C", "C", "C", "C", "H", "H", "H", "H", "H", "H", "H", "H"], "xyz": [[-0.144, 0.164, 0.298], [1.719, -0.641, 3.211], [1.299, 1.638, 3.065], [-1.142, 1.967, 3.532], [-2.161, 1.785, 1.198], [4.885, -1.331, -4.918], [3.903, -2.468, -4.967], [4.042, -3.503, -5.882], [3.137, -4.553, -5.934], [2.079, -4.584, -5.041], [1.929, -3.573, -4.105], [2.827, -2.511, -4.073], [2.720, -1.460, -3.133], [1.600, -1.167, -2.373], [0.442, -1.182, -3.076], [-0.916, -0.995, -2.727], [-1.394, -0.576, -1.476], [-2.783, -0.481, -1.329], [-3.665, -0.757, -2.359], [-3.162, -1.131, -3.592], [-1.800, -1.264, -3.794], [-1.297, -1.702, -5.148], [1.679, -0.849, -1.133], [2.957, -0.835, -0.509], [3.583, 0.393, -0.330], [4.802, 0.465, 0.324], [5.391, -0.694, 0.804], [4.756, -1.913, 0.632], [3.533, -2.010, -0.023], [2.858, -3.343, -0.193], [5.565, -1.375, -5.766], [5.489, -1.361, -4.007], [4.369, -0.369, -4.934], [4.874, -3.475, -6.574], [3.266, -5.343, -6.659], [1.373, -5.404, -5.059], [1.124, -3.621, -3.383], [3.581, -1.212, -2.665], [0.586, -1.387, -4.051], [-3.190, -0.163, -0.377], [-4.732, -0.668, -2.202], [-3.834, -1.326, -4.419], [-2.136, -1.855, -5.824], [-0.746, -2.645, -5.096], [-0.644, -0.956, -5.610], [3.085, 1.282, -0.696], [5.281, 1.424, 0.474], [6.333, -0.648, 1.333], [5.200, -2.813, 1.038], [3.083, -3.992, 0.651], [3.197, -3.847, -1.103], [1.776, -3.229, -0.267], [-2.350, -2.414, 1.242], [-1.047, -1.898, 1.498], [-2.397, -3.406, 1.451], [-2.567, -2.270, 0.261], [-0.301, -2.574, 1.330], [-0.956, -1.616, 2.474], [0.493, 2.126, -1.132], [0.239, 3.509, -0.540], [1.290, 4.585, -1.556], [0.520, 4.808, -2.848], [-0.897, 5.150, -2.394], [-1.282, 4.090, -1.362], [2.246, 4.079, -1.667], [1.431, 5.509, -0.991], [0.514, 3.878, -3.420], [0.965, 5.589, -3.464], [-1.606, 5.169, -3.220], [-0.903, 6.137, -1.926], [-1.689, 3.183, -1.808], [-1.967, 4.436, -0.589]]}

***

Record 2
{"formula": "C26H34BrClIN6O2S", "method": "ωB97M-V/def2-TZVPD", "orbital_gap_ha": 0.2727, "total_charge": 1, "homo_ev": -11.39, "fmax_ev_per_a": 9.248, "species": ["C", "C", "C", "Br", "C", "C", "C", "O", "Cl", "N", "C", "N", "C", "C", "C", "O", "N", "C", "S", "I", "H", "H", "H", "H", "H", "H", "H", "H", "H", "H", "H", "H", "H", "H", "H", "H", "H", "H", "H", "N", "C", "C", "C", "C", "C", "H", "H", "H", "H", "H", "N", "C", "C", "C", "C", "C", "H", "H", "H", "H", "H", "N", "C", "C", "C", "C", "C", "H", "H", "H", "H", "H"], "xyz": [[-3.859, -2.821, -3.656], [-2.417, -3.197, -2.900], [-1.905, -1.947, -1.970], [-1.895, -0.321, -3.203], [-0.395, -2.199, -1.294], [0.337, -3.662, -1.605], [-0.355, -4.926, -0.824], [-1.376, -4.852, 0.033], [0.352, -6.634, -1.208], [0.449, -1.282, -2.205], [1.228, -0.161, -1.546], [1.872, 0.925, -2.119], [2.600, 1.961, -1.262], [4.151, 1.502, -0.937], [5.083, 1.424, -2.311], [4.222, 0.127, -0.346], [1.144, -0.510, -0.076], [-0.074, -1.444, 0.131], [-1.327, -0.268, 0.877], [0.575, -2.600, 1.871], [-3.700, -2.603, -4.796], [-4.644, -3.712, -3.546], [-4.385, -1.887, -3.133], [-1.615, -3.634, -3.633], [-2.701, -4.078, -2.148], [-2.736, -1.744, -1.171], [1.438, -3.557, -1.157], [0.390, -3.891, -2.775], [1.238, -1.894, -2.554], [1.844, 1.036, -3.170], [2.544, 3.024, -1.769], [2.026, 2.064, -0.232], [4.580, 2.251, -0.147], [5.113, 2.459, -2.899], [6.181, 1.199, -1.933], [4.767, 0.518, -2.989], [4.521, 0.214, 0.611], [1.947, -1.123, 0.207], [-1.544, -0.683, 2.226], [4.916, 0.180, 2.784], [4.143, -0.771, 3.352], [4.158, -1.071, 4.704], [5.021, -0.355, 5.527], [5.831, 0.630, 4.971], [5.742, 0.860, 3.608], [3.489, -1.305, 2.668], [3.513, -1.844, 5.107], [5.062, -0.562, 6.592], [6.515, 1.206, 5.585], [6.351, 1.621, 3.127], [-6.759, 0.194, -3.168], [-5.802, 0.440, -2.246], [-6.042, 0.500, -0.883], [-7.344, 0.299, -0.435], [-8.351, 0.046, -1.359], [-8.012, 0.002, -2.702], [-4.804, 0.593, -2.646], [-5.235, 0.699, -0.188], [-7.571, 0.340, 0.627], [-9.376, -0.114, -1.042], [-8.763, -0.197, -3.462], [1.182, 3.718, 3.614], [0.835, 5.011, 3.430], [-0.200, 5.422, 2.607], [-0.924, 4.449, 1.925], [-0.589, 3.109, 2.091], [0.461, 2.797, 2.940], [1.432, 5.732, 3.982], [-0.437, 6.474, 2.499], [-1.742, 4.732, 1.269], [-1.133, 2.327, 1.574], [0.758, 1.765, 3.106]]}

***

Record 3
{"formula": "C26H34BrFN11O2SSiV", "method": "ωB97M-V/def2-TZVPD", "orbital_gap_ha": [0.2050, 0.2312], "total_charge": 1, "homo_ev": [-9.43, -9.43], "multiplicity": 2, "s_squared": 0.771, "e_above_lowest_ev": 0.000, "fmax_ev_per_a": 2.075, "species": ["V", "N", "C", "S", "N", "N", "C", "C", "C", "C", "C", "C", "C", "O", "H", "H", "H", "H", "H", "H", "H", "C", "Si", "C", "C", "N", "C", "C", "C", "C", "C", "C", "F", "H", "H", "H", "H", "H", "H", "H", "H", "H", "H", "H", "H", "H", "Br", "C", "C", "C", "N", "C", "C", "H", "H", "H", "H", "N", "C", "N", "N", "C", "N", "H", "H", "H", "H", "C", "N", "C", "N", "O", "H", "H", "H", "H", "H", "H"], "xyz": [[0.662, -0.630, 0.229], [4.978, -1.234, 2.085], [4.023, -1.738, 1.241], [3.481, -3.332, 1.492], [3.700, -0.913, 0.261], [2.559, -1.247, -0.427], [2.731, -1.612, -1.647], [1.691, -1.984, -2.582], [2.048, -2.451, -3.852], [1.089, -2.952, -4.714], [-0.242, -3.022, -4.312], [-0.629, -2.565, -3.061], [0.339, -2.026, -2.229], [-0.010, -1.544, -1.017], [5.507, -1.911, 2.610], [5.451, -0.398, 1.783], [3.764, -1.714, -1.976], [3.088, -2.428, -4.143], [1.378, -3.310, -5.692], [-0.987, -3.437, -4.976], [-1.658, -2.614, -2.733], [-3.422, 1.259, 0.788], [-2.223, 0.094, 1.650], [-2.517, -1.683, 1.154], [-2.448, 0.221, 3.509], [-0.537, 0.518, 1.276], [-0.005, 1.671, 1.817], [-0.700, 2.818, 2.229], [-0.033, 3.877, 2.832], [1.341, 3.850, 3.034], [2.070, 2.741, 2.614], [1.373, 1.717, 2.025], [2.033, 0.581, 1.621], [-4.194, 0.703, 0.260], [-2.920, 1.883, 0.049], [-3.919, 1.906, 1.509], [-2.059, -2.373, 1.865], [-2.148, -1.919, 0.158], [-3.592, -1.870, 1.166], [-3.502, 0.354, 3.749], [-1.908, 1.058, 3.954], [-2.113, -0.691, 4.002], [-1.767, 2.874, 2.088], [-0.604, 4.734, 3.157], [1.843, 4.672, 3.522], [3.138, 2.655, 2.752], [-4.801, 0.056, -6.148], [-3.914, 0.046, -4.488], [-2.819, 0.866, -4.276], [-2.195, 0.802, -3.038], [-2.579, 0.000, -2.053], [-3.646, -0.760, -2.274], [-4.352, -0.782, -3.468], [-2.462, 1.534, -5.045], [-1.329, 1.422, -2.843], [-3.959, -1.399, -1.457], [-5.208, -1.425, -3.596], [1.367, 4.454, -0.463], [1.399, 4.189, -1.775], [1.572, 5.189, -2.644], [1.272, 2.975, -2.283], [1.113, 1.940, -1.545], [0.950, 0.948, -0.966], [1.398, 5.396, -0.115], [1.161, 3.729, 0.207], [1.728, 6.136, -2.349], [1.644, 4.961, -3.620], [1.341, -1.409, 4.224], [0.786, -2.670, 3.762], [0.552, -2.875, 2.461], [0.180, -4.099, 2.028], [0.586, -1.917, 1.657], [0.752, -0.587, 3.820], [2.382, -1.309, 3.908], [1.278, -1.384, 5.309], [0.946, -3.483, 4.336], [0.427, -4.901, 2.584], [0.277, -4.229, 1.033]]}

***

Record 4
{"formula": "C26H34ClO2Pd", "method": "ωB97M-V/def2-TZVPD", "orbital_gap_ha": [0.1897, 0.2042], "total_charge": -1, "homo_ev": [-2.55, -3.24], "multiplicity": 3, "s_squared": 2.011, "e_above_lowest_ev": 0.000, "fmax_ev_per_a": 2.504, "species": ["O", "C", "C", "H", "H", "C", "H", "H", "C", "H", "H", "H", "C", "H", "H", "H", "Pd", "C", "C", "C", "H", "C", "C", "H", "H", "H", "H", "C", "C", "C", "H", "C", "C", "H", "H", "H", "H", "O", "C", "C", "H", "H", "C", "H", "H", "C", "H", "H", "H", "H", "Cl", "C", "C", "C", "C", "C", "C", "C", "H", "H", "H", "H", "H", "H"], "xyz": [[-2.026, -1.116, -4.058], [-2.304, -2.155, -3.029], [-1.284, -3.110, -3.644], [-3.345, -2.524, -3.062], [-2.120, -1.721, -2.015], [-0.812, -1.848, -4.472], [-1.817, -3.901, -4.185], [-0.606, -3.584, -2.942], [-1.008, -1.662, -5.987], [-2.072, -1.782, -6.283], [-0.401, -2.338, -6.596], [-0.751, -0.608, -6.215], [0.494, -1.238, -3.909], [0.568, -1.204, -2.810], [0.592, -0.199, -4.268], [1.390, -1.785, -4.241], [-1.306, 0.053, 0.723], [0.917, -0.789, 1.219], [0.071, -0.988, 2.340], [-1.012, -1.825, 1.938], [0.270, -0.645, 3.353], [-0.821, -2.157, 0.554], [0.390, -1.518, 0.118], [0.901, -1.664, -0.829], [1.861, -0.249, 1.242], [-1.777, -2.225, 2.595], [-1.420, -2.861, -0.017], [1.182, 1.869, -0.237], [2.000, 1.651, -1.362], [1.152, 1.590, -2.514], [3.089, 1.585, -1.373], [-0.199, 1.584, -2.074], [-0.200, 1.826, -0.655], [-1.078, 2.147, -0.055], [1.538, 2.023, 0.779], [1.530, 1.612, -3.536], [-1.119, 1.429, -2.648], [-4.567, -0.484, -3.396], [-4.787, -1.043, -4.722], [-6.265, -1.351, -4.962], [-4.194, -1.969, -4.762], [-4.430, -0.348, -5.501], [-6.943, -1.100, -3.612], [-6.466, -2.353, -5.332], [-6.586, -0.668, -5.746], [-5.830, -0.581, -2.673], [-7.382, -2.013, -3.196], [-7.731, -0.352, -3.721], [-5.676, -1.323, -1.866], [-6.123, 0.422, -2.284], [-0.615, 2.933, 3.042], [-1.415, 1.667, 3.861], [-0.972, 1.360, 5.137], [-1.710, 0.464, 5.916], [-2.781, -0.229, 5.342], [-3.141, -0.003, 4.022], [-2.435, 0.919, 3.241], [-2.723, 1.008, 1.805], [-0.065, 1.853, 5.472], [-1.395, 0.301, 6.943], [-3.332, -0.955, 5.938], [-3.937, -0.579, 3.558], [-2.752, 2.043, 1.460], [-3.590, 0.406, 1.482]]}

***

Record 5
{"formula": "C26H34F3N2O6S2Si", "method": "ωB97M-V/def2-TZVPD", "orbital_gap_ha": 0.2504, "total_charge": -1, "homo_ev": -5.60, "e_above_lowest_ev": 0.748, "fmax_ev_per_a": 2.125, "species": ["C", "Si", "C", "C", "C", "C", "C", "C", "C", "C", "C", "C", "C", "N", "C", "C", "O", "C", "C", "S", "C", "O", "O", "C", "C", "N", "C", "C", "C", "C", "C", "C", "H", "H", "H", "H", "H", "H", "H", "H", "H", "H", "H", "H", "H", "H", "H", "H", "H", "H", "H", "H", "H", "H", "H", "H", "H", "H", "H", "H", "H", "H", "H", "H", "H", "H", "C", "F", "F", "F", "S", "O", "O", "O"], "xyz": [[4.424, -0.838, 0.902], [5.234, -0.377, -0.761], [6.401, -1.737, -1.377], [3.841, -0.072, -2.036], [2.762, -1.210, -1.922], [1.641, -0.908, -2.953], [0.625, -2.075, -3.237], [1.085, -3.488, -2.815], [0.807, -3.868, -1.335], [-0.594, -3.425, -0.799], [-0.391, -2.263, 0.205], [-1.673, -1.475, 0.498], [-1.958, -1.133, 1.865], [-2.995, -0.432, 2.251], [-3.777, -0.039, 1.204], [-4.934, 0.778, 1.493], [-5.162, 1.144, 2.803], [-5.787, 1.222, 0.529], [-5.492, 0.843, -0.834], [-6.607, 1.470, -2.091], [-6.013, 3.133, -2.477], [-7.926, 1.501, -1.515], [-6.515, 0.625, -3.257], [-4.413, 0.081, -1.132], [-3.508, -0.390, -0.131], [-2.423, -1.124, -0.523], [6.124, 1.276, -0.498], [6.580, 1.592, 0.798], [7.208, 2.788, 1.101], [7.415, 3.739, 0.093], [6.989, 3.433, -1.192], [6.353, 2.227, -1.497], [3.753, -0.036, 1.256], [3.766, -1.702, 0.706], [5.201, -1.060, 1.647], [6.488, -1.727, -2.476], [6.015, -2.712, -1.033], [7.415, -1.609, -0.968], [4.282, -0.020, -3.047], [3.411, 0.920, -1.810], [3.304, -2.149, -2.104], [2.357, -1.113, -0.906], [1.059, -0.067, -2.533], [2.109, -0.530, -3.876], [-0.351, -1.775, -2.831], [0.496, -2.109, -4.335], [2.152, -3.669, -3.028], [0.535, -4.219, -3.440], [1.578, -3.368, -0.716], [0.973, -4.945, -1.163], [-1.287, -3.184, -1.615], [-1.004, -4.295, -0.255], [0.288, -1.539, -0.283], [0.019, -2.659, 1.144], [-1.255, -1.466, 2.637], [-4.662, 1.967, 2.917], [-6.646, 1.849, 0.773], [-6.765, 3.657, -3.076], [-5.065, 2.996, -3.015], [-5.787, 3.619, -1.517], [-4.233, -0.154, -2.187], [6.434, 0.861, 1.598], [7.563, 3.021, 2.107], [7.902, 4.694, 0.295], [7.165, 4.151, -2.000], [6.042, 2.039, -2.528], [-6.901, 1.275, 6.848], [-8.171, 1.721, 6.778], [-6.796, 0.598, 8.009], [-6.760, 0.368, 5.864], [-5.667, 2.645, 6.721], [-5.965, 3.508, 7.845], [-5.931, 3.244, 5.425], [-4.385, 1.977, 6.813]]}

***

Record 6
{"formula": "C26H34N7O2PPtS4", "method": "ωB97M-V/def2-TZVPD", "orbital_gap_ha": 0.2386, "homo_ev": -7.14, "e_above_lowest_ev": 0.646, "fmax_ev_per_a": 0.692, "species": ["Pt", "C", "N", "C", "C", "N", "C", "S", "H", "H", "H", "H", "H", "H", "H", "H", "C", "C", "C", "C", "C", "C", "H", "H", "H", "H", "H", "C", "N", "C", "N", "C", "N", "C", "P", "C", "C", "H", "H", "H", "H", "H", "H", "H", "H", "H", "H", "H", "H", "H", "C", "O", "C", "O", "H", "H", "H", "S", "C", "S", "C", "N", "N", "C", "C", "C", "C", "C", "C", "S", "H", "H", "H", "H", "H"], "xyz": [[0.121, -0.060, -0.653], [1.587, 0.905, 2.444], [0.534, 1.854, 2.723], [0.531, 3.183, 2.111], [-0.891, 3.706, 2.390], [-1.488, 2.582, 3.103], [-0.665, 1.522, 3.212], [-1.090, 0.037, 3.873], [2.555, 1.398, 2.536], [1.486, 0.511, 1.431], [1.526, 0.085, 3.153], [0.736, 3.112, 1.042], [1.296, 3.802, 2.583], [-1.421, 3.903, 1.461], [-0.881, 4.605, 3.007], [-2.444, 2.516, 3.398], [0.960, 1.004, -5.338], [-0.311, 1.088, -4.795], [-0.518, 0.854, -3.441], [0.530, 0.507, -2.573], [1.798, 0.413, -3.156], [2.014, 0.665, -4.504], [1.127, 1.198, -6.390], [-1.154, 1.348, -5.425], [-1.529, 0.929, -3.070], [2.654, 0.137, -2.563], [3.019, 0.588, -4.902], [-3.829, -3.252, 0.016], [-2.472, -3.622, -0.575], [-1.765, -4.591, 0.377], [-1.670, -4.044, 1.680], [-2.994, -3.684, 2.181], [-3.677, -2.717, 1.323], [-3.028, -1.393, 1.352], [-1.263, -1.447, 0.787], [-1.632, -2.386, -0.793], [-0.728, -2.917, 1.773], [-4.416, -4.171, 0.041], [-4.282, -2.531, -0.663], [-2.614, -4.088, -1.472], [-0.781, -4.781, -0.050], [-2.365, -5.503, 0.379], [-2.892, -3.260, 3.178], [-3.605, -4.588, 2.241], [-3.049, -1.012, 2.373], [-3.572, -0.687, 0.722], [-0.712, -2.702, -1.282], [-2.169, -1.722, -1.471], [-0.650, -2.614, 2.817], [0.270, -3.215, 1.443], [-3.484, 2.028, -0.641], [-2.497, 0.996, -0.719], [-1.173, 1.435, -0.649], [-0.971, 2.616, -0.504], [-4.451, 1.529, -0.617], [-3.429, 2.686, -1.509], [-3.351, 2.631, 0.257], [6.575, 1.084, 0.002], [5.428, -0.074, -0.288], [3.730, 0.336, -0.195], [3.294, -1.322, -0.518], [4.312, -2.088, -0.693], [5.509, -1.399, -0.572], [6.681, -2.203, -0.757], [6.540, -3.591, -0.704], [7.647, -4.404, -0.879], [8.900, -3.858, -1.113], [9.030, -2.481, -1.176], [7.933, -1.648, -1.001], [1.672, -1.906, -0.590], [5.568, -4.022, -0.528], [7.522, -5.478, -0.828], [9.762, -4.498, -1.247], [9.998, -2.034, -1.365], [8.052, -0.580, -1.055]]}